Record 1
The following is a quantum chemistry calculation of 2 unconnected molecules or ions with the total composition C8H15ClN3O4P, from the Open Molecules 2025 dataset.

Values from the calculation:
Max |F| = 0.7 eV/A
Kohn-Sham gap = 6.40 eV
Total charge = 0
Total energy = -43001.146 eV
HOMO energy = -8.450 eV

XYZ file:
```
32
Properties=species:S:1:pos:R:3:forces:R:3:mulliken_charge:R:1
C -2.634 -0.413 2.574 0.05 -0.16 -0.08 -1.304
C -1.436 -1.357 2.452 -0.17 -0.01 -0.32 -0.389
P 0.214 -0.511 2.352 0.31 0.05 0.59 0.087
C -0.115 1.284 2.350 -0.15 -0.21 -0.31 -1.092
C 0.708 -0.863 0.659 -0.23 0.35 -0.06 0.687
C 0.699 -2.157 0.171 -0.12 -0.23 0.15 -0.616
C 1.106 -2.388 -1.119 0.02 -0.09 -0.11 -0.173
N 1.519 -1.377 -1.873 0.13 0.18 0.10 0.587
C 1.901 -1.559 -3.302 -0.07 -0.20 -0.43 -0.600
N 0.843 -1.342 -4.237 -0.27 0.14 0.54 -0.543
N 1.594 -0.126 -1.449 -0.02 -0.07 -0.15 -0.742
C 1.202 0.130 -0.228 0.08 0.02 0.21 -0.524
H -2.653 0.305 1.755 -0.02 0.06 0.06 0.349
H -3.554 -0.995 2.521 -0.02 0.02 0.08 0.375
H -2.626 0.127 3.520 -0.03 0.05 -0.03 0.306
H -1.552 -1.945 1.538 0.00 -0.06 0.05 0.328
H -1.410 -2.067 3.278 0.02 0.06 0.05 0.409
H -0.653 1.590 1.455 0.04 0.23 0.03 0.293
H 0.830 1.822 2.390 -0.06 0.05 0.03 0.420
H -0.713 1.543 3.222 0.12 -0.05 0.09 0.402
H 0.377 -2.990 0.780 0.00 -0.02 -0.01 0.463
H 1.104 -3.372 -1.566 0.04 0.03 -0.07 0.413
H 2.702 -0.848 -3.480 0.06 -0.06 0.06 0.352
H 2.257 -2.584 -3.390 0.13 0.06 -0.01 0.369
H 0.075 -1.985 -4.078 0.05 -0.08 -0.17 0.258
H 0.461 -0.406 -4.134 0.14 0.07 -0.20 0.297
H 1.269 1.174 0.053 -0.09 0.14 -0.05 0.641
O 0.806 5.033 -0.960 0.01 0.07 -0.02 -0.656
Cl -0.308 4.287 -0.449 0.01 -0.26 0.08 1.634
O 0.129 2.906 -0.205 0.10 -0.21 -0.09 -0.719
O -1.382 4.253 -1.403 -0.03 0.06 -0.03 -0.641
O -0.759 4.832 0.804 -0.02 0.07 0.01 -0.669
```
Positions in Å, forces in eV/Å.

---

Record 2
The following is a quantum chemistry calculation of 2 unconnected molecules or ions with the total composition CH4O2S in a non-equilibrium geometry, from the Open Molecules 2025 dataset.

Values from the calculation:
Max |F| = 4.7 eV/A
Kohn-Sham gap = 9.53 eV
Total charge = 0
Energy relative to the best compared isomer or geometry (same formula, charge and spin) = 3.113 eV
Total energy = -16028.962 eV
HOMO energy = -8.852 eV

XYZ file:
```
8
Properties=species:S:1:pos:R:3:forces:R:3:mulliken_charge:R:1
C -0.481 -0.384 -0.806 1.46 2.14 3.49 -0.044
O -0.482 0.945 -0.578 -0.27 -2.00 -1.19 -0.379
O 1.295 -0.935 -0.171 -3.38 -2.88 -1.42 -0.456
S 2.038 0.351 -0.100 2.68 2.99 1.56 -0.104
H -0.198 -0.861 -1.677 -0.08 -0.39 -2.09 0.306
H -0.946 -0.887 0.003 -0.91 -0.80 0.02 0.232
H 0.503 1.241 -0.676 0.00 0.24 -0.02 0.289
H 1.746 0.615 1.216 0.49 0.69 -0.34 0.156
```
Positions in Å, forces in eV/Å.

---

Record 3
The following is a quantum chemistry calculation of CH7FOSi2 in the gas phase in a non-equilibrium geometry, from the Open Molecules 2025 dataset.

Values from the calculation:
Max |F| = 3.3 eV/A
Kohn-Sham gap = 11.28 eV
Total charge = 0
Energy relative to the best compared isomer or geometry (same formula, charge and spin) = 0.215 eV
Total energy = -21670.754 eV
SMILES = FC[SiH2]O[SiH3]
HOMO energy = -10.431 eV

XYZ file:
```
12
Properties=species:S:1:pos:R:3:forces:R:3:mulliken_charge:R:1
F -1.681 -1.254 0.048 0.52 -0.50 0.09 -0.280
C -1.526 -0.084 -0.693 -1.70 0.81 1.33 -0.347
Si -0.628 1.233 0.291 0.48 -2.14 -0.74 0.387
O 0.833 0.602 -0.018 0.64 0.11 -0.03 -0.104
Si 1.675 -0.742 0.304 -0.24 0.15 -1.61 0.505
H -0.857 -0.197 -1.510 0.39 -0.59 -0.98 0.214
H -2.516 0.166 -1.010 -0.65 0.24 -0.65 0.338
H -0.660 2.410 -0.449 -0.40 1.92 -0.51 -0.117
H -0.670 1.147 1.701 -0.78 0.46 1.37 -0.114
H 2.918 -0.213 -0.014 2.14 0.00 -0.95 -0.184
H 1.826 -1.030 1.614 -0.17 -0.54 3.28 -0.182
H 1.286 -2.038 -0.264 -0.23 0.11 -0.60 -0.116
```
Positions in Å, forces in eV/Å.

---

Q: What is the Kohn-Sham gap in the second record?
A: 9.53 eV

---

Q: Which formula does entry 2 have?
A: CH4O2S

---

Q: The highest total energy belongs to which entry?
A: CH4O2S